(1)
A cluster of 7 separate species, C39H88N4O7 in total in a non-equilibrium geometry, computed with wB97M-V/def2-TZVPD.

```
! RIJCOSX wB97M-V def2-TZVPD def2/J DEFGRID3
* xyz 0 1
C 13.19 -5.98 -19.32
C 12.14 -6.04 -18.20
C 12.46 -6.88 -17.07
C 12.19 -4.50 -17.63
C 10.97 -4.13 -16.92
C 9.79 -4.29 -17.90
C 9.57 -5.76 -18.27
C 8.86 -6.49 -17.15
C 8.49 -5.61 -19.37
N 10.84 -6.34 -18.93
O 10.80 -7.63 -19.45
H 12.92 -5.29 -20.11
H 14.18 -5.76 -18.91
H 13.28 -6.94 -19.82
H 13.32 -6.54 -16.51
H 11.58 -7.11 -16.46
H 12.75 -7.92 -17.25
H 13.08 -4.36 -17.01
H 12.23 -3.84 -18.50
H 10.71 -4.69 -16.02
H 10.89 -3.05 -16.78
H 9.95 -3.63 -18.75
H 8.92 -3.76 -17.50
H 8.52 -7.48 -17.45
H 8.06 -5.84 -16.79
H 9.36 -6.66 -16.20
H 8.67 -5.04 -20.28
H 7.58 -5.14 -19.00
H 8.12 -6.59 -19.69
H 11.04 -8.17 -18.69
C -2.56 -8.27 -21.28
C -1.46 -9.20 -20.89
C -2.02 -10.69 -20.72
C -0.49 -9.09 -22.13
C 0.92 -9.72 -21.91
C 1.54 -9.09 -20.62
C 0.70 -9.15 -19.37
C 0.78 -10.64 -18.87
C 1.33 -8.32 -18.35
N -0.65 -8.62 -19.73
O -1.45 -8.52 -18.65
H -3.14 -8.59 -22.15
H -3.21 -8.14 -20.41
H -2.31 -7.23 -21.48
H -2.72 -10.76 -21.56
H -1.34 -11.53 -20.77
H -2.60 -10.68 -19.79
H -0.81 -9.68 -22.99
H -0.55 -8.06 -22.47
H 0.86 -10.78 -21.68
H 1.56 -9.43 -22.74
H 1.83 -8.04 -20.72
H 2.48 -9.51 -20.27
H 0.20 -10.85 -17.98
H 1.77 -11.01 -18.61
H 0.38 -11.36 -19.59
H 1.07 -7.32 -18.70
H 2.41 -8.29 -18.20
H 0.84 -8.27 -17.38
H -1.92 -7.68 -18.67
C 9.89 -3.79 -29.23
C 11.17 -3.62 -28.40
C 12.00 -2.46 -28.99
C 10.75 -3.09 -27.03
C 10.27 -4.30 -26.10
C 11.37 -5.39 -26.07
C 11.70 -5.95 -27.48
C 12.85 -6.91 -27.33
C 10.56 -6.84 -28.02
N 12.09 -4.78 -28.32
O 12.49 -5.16 -29.64
H 9.43 -2.88 -29.62
H 10.17 -4.41 -30.08
H 9.00 -4.26 -28.80
H 11.95 -2.68 -30.05
H 11.60 -1.45 -28.87
H 13.04 -2.44 -28.67
H 11.52 -2.62 -26.41
H 9.87 -2.45 -27.04
H 10.28 -4.05 -25.03
H 9.32 -4.72 -26.44
H 11.06 -6.05 -25.26
H 12.29 -4.98 -25.63
H 13.70 -6.40 -26.88
H 13.01 -7.45 -28.26
H 12.54 -7.57 -26.51
H 9.53 -6.68 -27.69
H 10.70 -7.91 -27.92
H 10.37 -6.65 -29.07
H 13.29 -4.65 -29.79
C 3.21 -8.79 -32.01
C 3.98 -8.00 -30.96
C 5.13 -7.00 -31.41
C 2.99 -7.11 -30.24
C 2.04 -7.86 -29.26
C 2.86 -8.69 -28.29
C 3.87 -9.62 -28.95
C 4.90 -9.95 -27.86
C 3.19 -10.88 -29.38
N 4.71 -8.96 -30.01
O 5.62 -9.79 -30.71
H 3.49 -8.46 -33.01
H 3.34 -9.87 -31.96
H 2.13 -8.63 -31.97
H 4.64 -6.16 -31.90
H 5.71 -6.77 -30.51
H 5.71 -7.44 -32.22
H 3.53 -6.43 -29.59
H 2.27 -6.58 -30.86
H 1.21 -7.27 -28.85
H 1.50 -8.68 -29.74
H 2.14 -9.25 -27.69
H 3.25 -8.01 -27.52
H 5.46 -10.82 -28.20
H 4.41 -10.13 -26.91
H 5.57 -9.12 -27.67
H 3.88 -11.67 -29.67
H 2.46 -10.75 -30.18
H 2.72 -11.24 -28.47
H 6.42 -9.67 -30.18
C 1.74 -2.32 -25.63
C 2.13 -2.69 -24.12
C 1.20 -3.77 -23.54
O 3.36 -3.30 -24.29
H 0.67 -2.35 -25.85
H 2.40 -2.79 -26.37
H 2.05 -1.29 -25.79
H 2.10 -1.80 -23.49
H 0.26 -3.23 -23.45
H 1.61 -3.93 -22.54
H 1.14 -4.59 -24.25
H 4.04 -2.66 -24.05
O 5.74 -7.25 -23.93
H 4.94 -6.82 -23.64
H 5.46 -7.83 -24.64
O 8.43 -10.05 -22.84
H 8.12 -9.20 -23.16
H 9.18 -9.82 -22.28
*
```

Molecular weight = 725.15 g/mol
SMILES string = CC1(C)CCCC(C)(C)N1O.CC1(C)CCCC(C)(C)N1O.CC1(C)CCCC(C)(C)N1O.CC1(C)CCCC(C)(C)N1O.CC(C)O.O.O
Orbital gap = 0.307 hartree
Energy = -2284.08675 Eh
Relative energy (zero: lowest compared OMol25 entry of this formula, charge and spin) = 135.3 kcal/mol
E_HOMO = -8.18 eV

Mulliken population analysis, charges in e, atoms 1 to 4:
1. C -1.890
2. C 1.485
3. C -1.634
4. C -1.140

(2)
A cluster of 7 separate species, C39H88N7O6 in total in a non-equilibrium geometry, computed with wB97M-V/def2-TZVPD.

```
! RIJCOSX wB97M-V def2-TZVPD def2/J DEFGRID3
* xyz 5 1
N -28.37 -6.54 21.16
O -29.29 -6.84 21.83
O -28.33 -5.38 20.73
O -27.46 -7.32 20.99
C -25.58 -0.20 28.52
C -25.95 -0.91 27.22
O -26.71 -0.39 26.44
N -25.59 -2.42 27.17
H -24.58 -2.44 27.07
H -25.75 -2.79 28.10
C -26.31 -3.36 26.21
H -25.66 0.87 28.30
H -24.54 -0.51 28.63
H -26.15 -0.44 29.42
H -25.68 -4.23 26.01
H -26.37 -2.78 25.29
H -27.30 -3.58 26.60
C -32.78 -1.19 24.54
C -33.21 -1.03 26.05
O -32.74 -1.73 26.94
N -34.33 -0.04 26.34
H -33.90 0.87 26.42
H -34.97 -0.12 25.56
C -34.92 -0.20 27.77
H -31.82 -1.69 24.55
H -32.66 -0.21 24.06
H -33.59 -1.70 24.02
H -35.22 -1.24 27.90
H -35.70 0.56 27.91
H -34.17 0.07 28.51
C -24.80 -13.01 21.35
C -23.34 -13.25 21.88
C -22.66 -14.58 21.41
C -22.21 -14.62 19.94
C -21.28 -13.52 19.62
C -21.81 -12.09 20.00
N -22.43 -12.04 21.42
O -22.60 -10.69 21.99
C -22.84 -11.76 18.90
C -20.54 -11.14 19.95
C -23.29 -13.33 23.43
H -25.46 -13.72 21.85
H -24.98 -13.24 20.30
H -25.32 -12.07 21.58
H -23.37 -15.36 21.67
H -21.79 -14.66 22.06
H -23.08 -14.65 19.29
H -21.71 -15.57 19.75
H -20.99 -13.55 18.57
H -20.31 -13.70 20.09
H -23.56 -10.96 19.08
H -23.55 -12.57 18.78
H -22.33 -11.68 17.94
H -19.94 -11.32 20.84
H -20.93 -10.13 19.97
H -19.95 -11.10 19.03
H -22.31 -13.49 23.89
H -23.82 -14.18 23.86
H -23.77 -12.41 23.78
C -31.71 -9.54 27.80
C -33.00 -9.42 26.96
C -33.84 -8.15 27.06
N -35.13 -8.03 26.14
C -34.86 -7.82 24.58
C -36.02 -6.80 26.55
C -37.48 -7.30 26.66
C -37.31 -8.73 27.15
C -36.16 -9.21 26.23
H -31.88 -9.27 28.84
H -30.96 -8.84 27.44
H -31.28 -10.54 27.81
H -33.69 -10.18 27.33
H -32.93 -9.67 25.90
H -33.15 -7.35 26.79
H -34.15 -7.93 28.08
H -34.03 -8.46 24.28
H -34.48 -6.81 24.46
H -35.73 -7.89 23.94
H -35.82 -5.96 25.89
H -35.76 -6.47 27.56
H -37.88 -7.25 25.64
H -38.12 -6.71 27.32
H -38.17 -9.38 26.98
H -37.01 -8.83 28.20
H -36.50 -9.42 25.22
H -35.72 -10.18 26.48
C -23.02 -1.97 20.45
C -23.49 -0.52 20.14
C -23.11 0.45 21.29
N -23.62 1.83 21.02
C -25.18 1.96 20.91
C -22.92 2.51 19.83
C -23.03 4.04 19.99
C -23.30 4.25 21.52
C -23.20 2.82 22.13
H -23.37 -2.24 21.44
H -21.93 -1.98 20.41
H -23.35 -2.67 19.68
H -24.57 -0.60 20.12
H -23.16 -0.38 19.11
H -22.04 0.54 21.43
H -23.52 0.19 22.27
H -25.46 3.02 20.89
H -25.63 1.48 21.78
H -25.45 1.50 19.97
H -23.33 1.96 18.99
H -21.89 2.17 19.96
H -23.71 4.55 19.30
H -22.08 4.54 19.83
H -24.30 4.66 21.62
H -22.51 4.88 21.94
H -23.86 2.75 22.99
H -22.14 2.62 22.31
C -27.01 -2.87 13.36
C -28.28 -3.77 13.63
C -28.92 -3.59 14.99
N -30.20 -4.40 15.16
C -29.75 -5.87 15.33
C -31.13 -3.98 16.34
C -32.60 -4.15 15.89
C -32.55 -4.61 14.45
C -31.16 -4.12 13.96
H -26.66 -2.91 12.33
H -26.28 -3.03 14.15
H -27.36 -1.84 13.39
H -27.88 -4.76 13.43
H -28.98 -3.47 12.86
H -29.17 -2.57 15.25
H -28.21 -3.94 15.74
H -28.89 -5.93 16.00
H -29.57 -6.36 14.37
H -30.55 -6.32 15.91
H -30.99 -4.67 17.17
H -30.93 -2.99 16.75
H -33.19 -4.84 16.49
H -33.09 -3.18 15.94
H -32.58 -5.70 14.42
H -33.32 -4.11 13.87
H -30.74 -4.64 13.09
H -31.09 -3.04 13.96
*
```

Molecular weight = 751.18 g/mol
Orbital gap = 0.089 hartree
Energy = -2371.38360 Eh
Relative energy (zero: lowest compared OMol25 entry of this formula, charge and spin) = 0.0 kcal/mol
E_HOMO = -13.67 eV

Mulliken population analysis, charges in e, atoms 1 to 4:
1. N 1.003
2. O -0.648
3. O -0.706
4. O -0.648

(3)
A cluster of 10 separate species, C39H91F6N5O17P in total in a non-equilibrium geometry, computed with wB97M-V/def2-TZVPD.

```
! RIJCOSX wB97M-V def2-TZVPD def2/J DEFGRID3
* xyz -1 1
P -0.37 0.30 -0.01
F -1.39 1.18 0.94
F 0.54 1.57 -0.35
F 0.58 -0.26 1.22
F 0.50 -0.57 -1.16
F -1.17 -1.11 0.18
F -1.37 0.74 -1.24
C 3.77 2.84 0.06
O 4.98 3.52 -0.40
C 5.38 3.22 -1.78
C 6.68 3.75 -2.30
O 6.76 3.81 -3.69
C 7.90 4.61 -4.09
C 8.55 3.88 -5.31
O 9.67 4.66 -5.73
C 10.28 4.20 -6.99
H 2.96 3.11 -0.62
H 3.52 3.16 1.07
H 3.90 1.76 0.11
H 4.55 3.28 -2.48
H 5.63 2.17 -1.66
H 7.48 3.09 -1.96
H 6.80 4.72 -1.80
H 8.71 4.66 -3.37
H 7.60 5.63 -4.32
H 7.87 3.83 -6.17
H 8.66 2.84 -5.00
H 9.99 3.16 -7.14
H 11.35 4.43 -6.94
H 9.75 4.70 -7.80
C 0.26 0.11 8.03
O 0.16 -0.32 6.73
C -0.03 -1.70 6.56
C 0.31 -2.07 5.09
O -0.28 -3.22 4.65
C -0.15 -3.49 3.24
C 1.27 -3.40 2.56
O 2.19 -4.20 3.29
C 3.08 -5.10 2.63
H 0.02 -0.52 8.88
H -0.22 1.07 8.19
H 1.25 0.55 8.16
H -1.08 -1.87 6.82
H 0.47 -2.34 7.29
H 1.37 -2.12 4.88
H 0.06 -1.22 4.45
H -0.66 -2.72 2.66
H -0.67 -4.41 2.96
H 1.67 -2.38 2.60
H 1.30 -3.72 1.52
H 3.28 -5.99 3.23
H 3.99 -4.56 2.38
H 2.52 -5.46 1.76
C -5.02 -6.18 -1.43
O -4.06 -5.19 -1.29
C -3.43 -5.21 -0.10
C -2.14 -4.28 0.08
O -1.07 -4.66 -0.90
C -0.86 -6.09 -0.91
C 0.45 -6.37 -1.61
O 1.59 -5.89 -1.01
C 1.93 -4.58 -1.13
H -4.79 -6.83 -2.28
H -5.98 -5.75 -1.70
H -5.11 -6.86 -0.58
H -3.07 -6.23 0.04
H -4.11 -5.07 0.74
H -1.88 -4.37 1.13
H -2.35 -3.22 -0.09
H -1.52 -6.53 -1.66
H -0.78 -6.76 -0.05
H 0.43 -5.99 -2.63
H 0.53 -7.45 -1.52
H 2.84 -4.35 -0.58
H 1.20 -3.91 -0.68
H 2.08 -4.29 -2.17
C -2.30 -0.12 -3.94
O -3.44 -1.03 -3.85
C -3.59 -1.37 -2.44
C -4.84 -2.23 -2.15
O -6.01 -1.66 -2.58
C -7.19 -2.30 -2.12
C -8.29 -1.28 -2.24
O -8.82 -0.95 -3.51
C -8.02 -0.12 -4.37
H -1.36 -0.62 -3.73
H -2.27 0.73 -3.25
H -2.36 0.27 -4.96
H -3.78 -0.42 -1.95
H -2.73 -1.84 -1.95
H -4.87 -2.47 -1.09
H -4.78 -3.23 -2.58
H -7.31 -2.70 -1.11
H -7.45 -3.21 -2.67
H -7.92 -0.34 -1.81
H -9.19 -1.54 -1.69
H -7.08 -0.60 -4.62
H -7.97 0.92 -4.05
H -8.62 -0.15 -5.29
C 0.27 3.61 2.49
O 0.36 4.55 1.71
N 0.35 3.82 3.84
C -0.09 2.72 4.69
C 0.71 5.11 4.44
H 0.34 2.55 2.19
H -0.98 3.01 5.25
H 0.64 2.56 5.49
H -0.19 1.71 4.30
H -0.06 5.80 4.80
H 1.51 4.91 5.16
H 1.29 5.85 3.90
C -3.93 0.68 2.12
O -4.65 1.66 1.97
N -3.91 -0.05 3.26
C -3.30 -1.45 3.32
C -4.18 0.59 4.52
H -3.53 0.10 1.28
H -2.94 -1.59 2.30
H -4.07 -2.20 3.46
H -2.62 -1.43 4.18
H -4.64 1.57 4.46
H -4.63 -0.15 5.19
H -3.17 0.76 4.90
C 0.83 2.23 -3.44
O 0.65 3.32 -2.94
N 1.20 2.12 -4.78
C 1.25 0.83 -5.40
C 1.64 3.17 -5.65
H 0.63 1.30 -2.88
H 0.89 0.91 -6.43
H 0.60 0.27 -4.73
H 2.16 0.23 -5.42
H 0.89 3.50 -6.37
H 1.95 4.03 -5.06
H 2.62 2.96 -6.06
C -1.93 4.02 -0.73
O -1.25 5.00 -0.61
N -3.27 4.03 -0.93
C -3.99 5.17 -1.48
C -4.03 2.77 -1.05
H -1.58 3.02 -0.42
H -4.57 5.49 -0.62
H -4.58 4.96 -2.38
H -3.37 6.03 -1.74
H -4.96 2.80 -0.48
H -4.36 2.62 -2.08
H -3.48 1.92 -0.64
C 4.33 1.41 4.76
O 3.41 1.52 5.55
N 4.34 0.60 3.67
C 5.61 0.56 2.93
C 3.20 -0.08 3.08
H 5.22 2.06 4.83
H 5.42 -0.03 2.03
H 6.49 0.13 3.41
H 5.84 1.56 2.57
H 2.38 -0.02 3.80
H 2.94 0.51 2.20
H 3.48 -1.07 2.72
*
```

Molecular weight = 1047.14 g/mol
Orbital gap = 0.288 hartree
Energy = -4033.84738 Eh
Relative energy (zero: lowest compared OMol25 entry of this formula, charge and spin) = 148.6 kcal/mol
E_HOMO = -5.81 eV

Mulliken population analysis, charges in e, atoms 1 to 4:
1. P 2.051
2. F -0.086
3. F -0.426
4. F -0.415

Question: Which of these has the lowest molecular weight?
Answer: C39H88N4O7

Question: The highest energy belongs to which entry?
Answer: C39H88N4O7

Question: Among the records above, which one has the highest relative energy (zero: lowest compared OMol25 entry of this formula, charge and spin)?
Answer: C39H91F6N5O17P

Question: Which of these has the highest molecular weight?
Answer: C39H91F6N5O17P